DFT (ωB97M-V/def2-TZVPD) results for 13 unconnected molecules or ions with the total composition C46H110O38P6 at a distorted geometry.

Cartesian coordinates (Å):
C1 0.838 1.415 12.008
O1 -0.208 0.632 12.620
P1 -1.715 0.714 11.992
O2 -2.327 2.059 11.860
O3 -1.551 0.000 10.539
C2 -2.641 -0.080 9.663
O4 -2.604 -0.319 12.843
C3 -2.955 -0.038 14.221
H1 0.481 2.393 11.683
H2 1.217 0.958 11.094
H3 1.705 1.597 12.643
H4 -2.466 0.582 8.815
H5 -3.573 0.413 9.938
H6 -2.847 -1.127 9.437
H7 -2.396 0.827 14.578
H8 -2.724 -0.936 14.794
H9 -4.004 0.245 14.310
C4 14.043 2.097 -2.198
O5 13.518 2.466 -3.477
P2 12.208 3.437 -3.611
O6 12.159 4.580 -2.658
O7 10.963 2.293 -3.509
C5 10.370 2.083 -2.237
O8 12.217 3.922 -5.172
C6 11.304 3.571 -6.196
H10 15.092 2.298 -1.981
H11 13.992 1.023 -2.018
H12 13.437 2.455 -1.366
H13 10.539 1.096 -1.807
H14 9.303 2.269 -2.365
H15 10.716 2.806 -1.499
H16 12.011 3.415 -7.011
H17 10.728 4.461 -6.450
H18 10.667 2.692 -6.103
C7 2.496 -9.159 7.423
O9 1.380 -9.126 6.532
P3 0.940 -7.731 5.714
O10 1.257 -6.426 6.398
O11 -0.680 -8.016 5.372
C8 -1.119 -9.174 4.691
O12 1.697 -8.024 4.259
C9 3.058 -7.827 4.223
H19 3.127 -10.010 7.166
H20 2.155 -9.387 8.433
H21 3.022 -8.205 7.438
H22 -1.471 -8.957 3.682
H23 -1.915 -9.714 5.205
H24 -0.319 -9.899 4.545
H25 3.481 -8.649 3.646
H26 3.494 -7.641 5.204
H27 3.290 -6.906 3.689
C10 2.013 -1.160 -11.082
O13 3.249 -1.251 -10.375
P4 3.228 -1.523 -8.745
O14 2.422 -0.723 -7.796
O15 2.942 -3.098 -8.801
C11 3.005 -3.886 -7.616
O16 4.804 -1.486 -8.346
C12 5.176 -1.155 -7.013
H28 1.122 -1.519 -10.568
H29 2.062 -1.818 -11.950
H30 1.920 -0.138 -11.448
H31 2.189 -4.605 -7.559
H32 2.874 -3.328 -6.689
H33 3.994 -4.343 -7.571
H34 4.865 -1.827 -6.213
H35 4.802 -0.177 -6.713
H36 6.264 -1.178 -6.946
C13 -3.554 4.326 -0.547
O17 -3.127 5.145 -1.595
P5 -3.578 6.714 -1.741
O18 -2.831 7.468 -2.794
O19 -5.182 6.586 -2.025
C14 -5.682 6.261 -3.316
O20 -3.518 7.364 -0.283
C15 -2.355 7.269 0.472
H37 -2.787 4.138 0.204
H38 -3.969 3.413 -0.974
H39 -4.309 4.824 0.062
H40 -6.006 5.230 -3.453
H41 -4.968 6.503 -4.104
H42 -6.583 6.847 -3.499
H43 -2.690 6.958 1.461
H44 -1.679 8.123 0.425
H45 -1.700 6.495 0.073
C16 -4.968 -2.643 -9.996
O21 -5.670 -1.452 -9.599
P6 -6.641 -1.519 -8.277
O22 -7.741 -2.544 -8.386
O23 -5.583 -1.901 -7.119
C17 -4.539 -1.044 -6.695
O24 -7.113 0.004 -7.980
C18 -8.190 0.611 -8.773
H46 -5.537 -3.547 -9.780
H47 -3.921 -2.631 -9.693
H48 -4.949 -2.668 -11.086
H49 -3.588 -1.569 -6.783
H50 -4.649 -0.599 -5.706
H51 -4.417 -0.245 -7.428
H52 -9.101 0.919 -8.262
H53 -8.447 -0.061 -9.592
H54 -7.839 1.492 -9.310
O25 -10.727 1.103 1.833
C19 -9.581 0.862 1.471
O26 -9.141 0.937 0.186
C20 -10.214 0.906 -0.828
C21 -10.656 -0.503 -1.168
C22 -8.456 0.648 2.486
H55 -9.764 1.299 -1.740
H56 -11.121 1.496 -0.694
H57 -11.156 -0.503 -2.137
H58 -11.311 -0.976 -0.437
H59 -9.813 -1.178 -1.315
H60 -8.871 0.384 3.458
H61 -7.876 1.568 2.553
H62 -7.801 -0.127 2.087
O27 -8.604 -4.632 5.949
C23 -9.675 -5.030 5.486
O28 -9.845 -6.006 4.525
C24 -8.698 -6.663 3.938
C25 -9.221 -7.823 3.076
C26 -10.961 -4.406 5.980
H63 -7.898 -6.976 4.610
H64 -8.172 -5.980 3.271
H65 -9.847 -8.545 3.599
H66 -8.415 -8.342 2.557
H67 -9.812 -7.401 2.263
H68 -11.690 -4.176 5.203
H69 -10.824 -3.561 6.656
H70 -11.566 -5.161 6.482
O29 4.357 8.437 2.957
C27 5.310 8.555 2.212
O30 5.930 9.740 1.961
C28 5.579 10.933 2.649
C29 6.175 10.967 4.052
C30 5.812 7.456 1.321
H71 4.493 11.020 2.685
H72 5.992 11.833 2.195
H73 5.639 11.700 4.654
H74 7.234 11.217 4.114
H75 6.115 10.018 4.584
H76 5.077 7.041 0.632
H77 6.339 6.653 1.836
H78 6.549 7.847 0.619
O31 6.951 3.180 5.808
C31 6.280 3.741 6.677
O32 4.981 3.547 6.840
C32 4.248 2.814 5.913
C33 2.711 3.115 5.945
C34 6.880 4.748 7.660
H79 4.465 1.747 5.973
H80 4.605 3.017 4.903
H81 2.498 4.147 5.667
H82 2.199 3.048 6.905
H83 2.135 2.510 5.244
H84 7.852 4.277 7.811
H85 6.277 4.849 8.562
H86 6.944 5.690 7.116
O33 2.067 -1.955 -0.373
C35 1.150 -1.097 -0.275
O34 -0.133 -1.297 0.020
C36 -0.521 -2.671 0.346
C37 -1.879 -2.808 0.882
C38 1.417 0.382 -0.609
H87 0.190 -2.951 1.124
H88 -0.412 -3.348 -0.502
H89 -2.167 -3.826 1.143
H90 -2.570 -2.487 0.103
H91 -2.087 -2.192 1.756
H92 0.682 0.824 -1.282
H93 2.334 0.472 -1.192
H94 1.484 0.967 0.309
O35 -2.358 -10.926 -1.963
C39 -2.860 -10.897 -3.064
O36 -3.358 -11.966 -3.703
C40 -3.264 -13.242 -3.150
C41 -4.266 -13.561 -2.073
C42 -2.923 -9.677 -3.938
H95 -2.236 -13.466 -2.864
H96 -3.463 -13.918 -3.981
H97 -4.246 -12.806 -1.287
H98 -4.295 -14.533 -1.582
H99 -5.224 -13.462 -2.585
H100 -2.318 -8.865 -3.535
H101 -3.926 -9.263 -4.045
H102 -2.540 -9.970 -4.915
O37 6.027 6.486 -5.340
C43 5.236 7.403 -5.602
O38 5.488 8.749 -5.594
C44 6.888 9.118 -5.585
C45 7.039 10.608 -5.818
C46 3.825 7.061 -5.980
H103 7.492 8.615 -6.340
H104 7.222 8.824 -4.590
H105 6.653 10.841 -6.810
H106 8.084 10.917 -5.856
H107 6.430 11.265 -5.199
H108 3.752 6.045 -6.367
H109 3.653 7.752 -6.805
H110 3.109 7.295 -5.192

Summary:
DFT total energy, eV: -183033.2979
Multiplicity: 1
LUMO energy, eV: 0.10
Gap between HOMO and LUMO, Ha: 0.3758

Atom charges from the Löwdin analysis, given in e for atoms 1 to 99: atom 1 (C): -0.102, atom 2 (O): -0.220, atom 3 (P): 0.443, atom 4 (O): -0.250, atom 5 (O): -0.219, atom 6 (C): -0.136, atom 7 (O): -0.224, atom 8 (C): -0.077, atom 9 (H): 0.083, atom 10 (H): 0.084, atom 11 (H): 0.086, atom 12 (H): 0.089, atom 13 (H): 0.084, atom 14 (H): 0.096, atom 15 (H): 0.083, atom 16 (H): 0.090, atom 17 (H): 0.089, atom 18 (C): -0.116, atom 19 (O): -0.225, atom 20 (P): 0.537, atom 21 (O): -0.252, atom 22 (O): -0.250, atom 23 (C): -0.132, atom 24 (O): -0.218, atom 25 (C): -0.105, atom 26 (H): 0.087, atom 27 (H): 0.082, atom 28 (H): 0.079, atom 29 (H): 0.086, atom 30 (H): 0.088, atom 31 (H): 0.074, atom 32 (H): 0.088, atom 33 (H): 0.090, atom 34 (H): 0.088, atom 35 (C): -0.117, atom 36 (O): -0.253, atom 37 (P): 0.602, atom 38 (O): -0.253, atom 39 (O): -0.223, atom 40 (C): -0.134, atom 41 (O): -0.239, atom 42 (C): -0.155, atom 43 (H): 0.088, atom 44 (H): 0.084, atom 45 (H): 0.077, atom 46 (H): 0.088, atom 47 (H): 0.089, atom 48 (H): 0.079, atom 49 (H): 0.098, atom 50 (H): 0.076, atom 51 (H): 0.092, atom 52 (C): -0.115, atom 53 (O): -0.222, atom 54 (P): 0.467, atom 55 (O): -0.241, atom 56 (O): -0.225, atom 57 (C): -0.105, atom 58 (O): -0.218, atom 59 (C): -0.122, atom 60 (H): 0.087, atom 61 (H): 0.086, atom 62 (H): 0.090, atom 63 (H): 0.089, atom 64 (H): 0.080, atom 65 (H): 0.094, atom 66 (H): 0.080, atom 67 (H): 0.086, atom 68 (H): 0.089, atom 69 (C): -0.134, atom 70 (O): -0.230, atom 71 (P): 0.475, atom 72 (O): -0.247, atom 73 (O): -0.225, atom 74 (C): -0.111, atom 75 (O): -0.210, atom 76 (C): -0.123, atom 77 (H): 0.087, atom 78 (H): 0.096, atom 79 (H): 0.086, atom 80 (H): 0.084, atom 81 (H): 0.084, atom 82 (H): 0.086, atom 83 (H): 0.101, atom 84 (H): 0.099, atom 85 (H): 0.082, atom 86 (C): -0.102, atom 87 (O): -0.244, atom 88 (P): 0.466, atom 89 (O): -0.263, atom 90 (O): -0.221, atom 91 (C): -0.111, atom 92 (O): -0.224, atom 93 (C): -0.073, atom 94 (H): 0.089, atom 95 (H): 0.088, atom 96 (H): 0.083, atom 97 (H): 0.089, atom 98 (H): 0.092, atom 99 (H): 0.081